114
Properties=species:S:1:pos:R:3 method="wB97M-V/def2-TZVPD" largest_force_ha_per_bohr=0.1990 orbital_gap_ev=8.8 e_tot_ha=-2507.94799 spin_multiplicity=1 total_charge=+1 e_homo_ev=-12.21
C 1.26261 -1.96469 1.46693
C 1.78413 -0.67827 0.55387
O 2.50925 0.29698 1.16946
N 1.55398 -0.50346 -0.92552
C 2.55914 0.40919 -1.58715
C 0.12619 -0.19716 -1.29028
C -0.32575 -1.62836 -2.02867
O -1.61318 -1.53880 -2.73308
O -2.15626 -2.72886 -2.59244
C -0.23947 0.93598 -2.41413
C -1.72904 1.59929 -2.03992
N -1.96700 1.07665 -0.63893
C -1.03552 -0.05285 -0.15016
H 0.19994 -2.25393 1.04595
H 1.12759 -1.57158 2.56544
H 1.97272 -2.88949 1.36600
H 2.40474 1.53442 -1.23295
H 3.67844 0.10991 -1.30895
H 2.47043 0.31371 -2.76336
H 0.56468 -1.99816 -2.73216
H -0.44262 -2.39924 -1.14761
H -2.68855 -2.78108 -1.74402
H -0.33394 0.59656 -3.55306
H 0.40328 1.90781 -2.51886
H -2.56181 1.44597 -2.85654
H -1.55161 2.74633 -1.89063
H -3.00606 0.95570 -0.44521
H -1.74262 1.84170 0.06641
H -1.81222 -0.95796 -0.10828
H -0.78433 0.32569 0.92715
C 4.79175 2.49370 2.41809
C 5.94432 2.71650 3.38362
N 6.90051 2.90139 4.18458
H 4.63556 1.42229 2.26486
H 3.87581 2.93269 2.82317
H 5.01569 2.96205 1.45575
C 0.39194 -5.92845 -2.01150
C 1.25741 -5.06908 -1.10445
N 1.97541 -4.35620 -0.35192
H -0.22977 -5.29136 -2.64663
H 1.02452 -6.55508 -2.64626
H -0.25587 -6.57122 -1.40917
C 7.79141 3.33350 -0.91407
C 6.36579 2.82812 -1.06404
N 5.18311 2.40880 -1.18841
H 8.09767 3.86028 -1.82210
H 7.85640 4.01978 -0.06523
H 8.46926 2.49242 -0.74465
C 4.76181 -5.45545 1.18243
C 5.14042 -6.67311 2.00964
N 5.45445 -7.68326 2.69593
H 5.65855 -5.00965 0.74319
H 4.07955 -5.74766 0.37939
H 4.26885 -4.71297 1.81592
C 2.39812 5.67115 2.28745
C 3.53245 5.81017 1.28531
N 4.47346 5.92556 0.45393
H 2.01866 4.64559 2.28113
H 2.75650 5.91200 3.29208
H 1.58445 6.35342 2.02659
C -4.50859 -1.93400 -5.05991
C -5.93421 -2.43938 -5.20987
N -7.11689 -2.85870 -5.33424
H -4.20233 -1.40722 -5.96793
H -4.44360 -1.24772 -4.21106
H -3.83074 -2.77508 -4.89048
C 4.88058 -0.18120 5.42017
C 3.45496 -0.68658 5.27020
N 2.27228 -1.10589 5.14584
H 5.18684 0.34559 4.51214
H 4.94557 0.50508 6.26901
H 5.55843 -1.02228 5.58960
C -9.19093 -0.22079 -6.19361
C -8.97874 1.25002 -5.87424
N -8.80272 2.47019 -5.60922
H -9.64513 -0.32575 -7.18279
H -8.23211 -0.74645 -6.18448
H -9.85173 -0.67251 -5.44869
C -8.95392 3.15681 -1.88470
C -7.80135 3.37960 -0.91917
N -6.84516 3.56449 -0.11821
H -9.11011 2.08539 -2.03793
H -9.86986 3.59579 -1.47962
H -8.72997 3.62515 -2.84704
C 5.69918 -2.94583 9.10796
C 6.07450 -1.55977 8.60971
N 6.38591 -0.40988 8.19642
H 4.69081 -3.20252 8.77163
H 6.40368 -3.68568 8.71802
H 5.72674 -2.96931 10.20079
C -8.51247 3.22255 -9.35397
C -8.67692 1.71886 -9.50285
N -8.81338 0.47141 -9.62642
H -8.58274 3.50266 -8.29927
H -7.53702 3.53102 -9.74007
H -9.29664 3.74052 -9.91290
C -0.30082 1.46417 5.74921
C 0.07450 2.85023 5.25096
N 0.38591 4.00012 4.83767
H -1.30919 1.20748 5.41288
H 0.40368 0.72432 5.35927
H -0.27326 1.44069 6.84204
C 3.18753 -1.30392 11.99786
C 3.02308 -2.80761 11.84899
N 2.88662 -4.05506 11.72542
H 3.11726 -1.02381 13.05257
H 4.16298 -0.99545 11.61177
H 2.40336 -0.78595 11.43894
C -2.70199 0.41293 -8.54273
C -2.32338 -0.80473 -7.71552
N -2.00935 -1.81488 -7.02922
H -1.80525 0.85873 -8.98197
H -3.38425 0.12072 -9.34576
H -3.19495 1.15541 -7.90924

***

6
Properties=species:S:1:pos:R:3 method="wB97M-V/def2-TZVPD" largest_force_ha_per_bohr=0.1346 orbital_gap_ev="11.5 / 7.5" e_tot_ha=-342.91681 spin_multiplicity=2 total_charge=+2 e_above_lowest_ev=0.000 e_homo_ev="-21.72 / -21.61"
H -1.78870 0.52808 0.37838
O -0.92448 0.12184 0.57475
C -0.01744 0.42015 -0.40219
O 0.95920 -0.38283 -0.28690
Li 1.43555 0.80304 -1.74811
Ag 0.33587 -1.49028 1.48408